--- a ---
This record from the OMol25 dataset describes C3H7NS in the gas phase. The level of theory is wB97M-V/def2-TZVPD.

## Properties
Kohn-Sham gap: 0.351 hartree
Highest occupied orbital energy: -8.6 eV

Cartesian coordinates (Å):
C1 1.26601 0.74061 0.55860
C2 0.01281 0.27500 -0.01394
C3 0.08528 -1.25519 -0.18833
N1 -1.01856 0.96550 -0.13958
S1 -2.46217 0.19333 -0.48464
H1 1.33298 1.87219 0.50337
H2 1.38264 0.33463 1.59229
H3 2.09034 0.42946 -0.06003
H4 -0.54519 -1.70352 0.51125
H5 -0.37128 -1.54284 -1.13386
H6 1.06754 -1.62710 -0.05752
H7 -2.84038 1.31793 -1.08760

--- b ---
This record from the OMol25 dataset describes C3H7NS in the gas phase. The level of theory is wB97M-V/def2-TZVPD.

## Properties
Kohn-Sham gap: 0.349 hartree
Highest occupied orbital energy: -8.6 eV

Cartesian coordinates (Å):
C1 1.23360 -0.75301 -0.43070
C2 0.06155 0.06536 -0.03078
C3 -1.24526 -0.34473 -0.48222
N1 0.27810 0.92467 0.84094
S1 -0.72163 2.05125 1.68018
H1 0.98322 -1.86098 -0.36275
H2 1.60778 -0.56557 -1.40385
H3 2.17973 -0.61794 0.22916
H4 -1.37521 -1.36096 -0.06970
H5 -2.00515 0.28839 -0.18055
H6 -1.38145 -0.52088 -1.56572
H7 0.38471 2.69439 1.77599

Ranked by calculated energy, most stable first: a, b.

--- a ---
This record from the OMol25 dataset describes 2 unconnected molecules or ions with the total composition C2H7NO4P. The level of theory is wB97M-V/def2-TZVPD.

## Properties
Total charge: -1
Kohn-Sham gap: 0.261 hartree
Highest occupied orbital energy: -3.2 eV

Cartesian coordinates (Å):
C1 -2.29315 -0.38184 0.53554
C2 2.50396 0.00726 -0.18613
N1 -0.50849 -1.41914 -0.71719
O1 0.45457 1.26137 1.51952
O2 -0.36155 2.38528 -0.65814
O3 -1.47192 -1.57176 0.35191
O4 1.72716 0.98882 -0.78526
P1 0.37375 1.31998 0.00966
H1 -2.96196 -0.75722 1.26455
H2 -2.71148 -0.13619 -0.41729
H3 -1.55605 0.45809 0.73506
H4 3.38955 0.44688 0.02494
H5 2.48146 -0.82676 -0.90075
H6 2.08970 -0.42672 0.78012
H7 -1.15557 -1.34806 -1.55654

--- b ---
This record from the OMol25 dataset describes a gas-phase ion, C2H7NO4P (charge -1). The level of theory is wB97M-V/def2-TZVPD.

## Properties
Total charge: -1
Kohn-Sham gap: 0.328 hartree
Highest occupied orbital energy: -5.0 eV

Cartesian coordinates (Å):
C1 0.13093 -1.56947 0.23054
C2 -0.05390 -0.21041 -0.46865
N1 -1.47644 -0.19066 -0.83883
O1 0.65740 -0.29698 -1.67034
P1 0.67635 1.13131 0.51877
O2 0.65510 2.38864 -0.27135
O3 2.02938 0.72900 1.07426
O4 -0.51568 1.33082 1.68446
H1 1.15395 -1.90466 0.37390
H2 -0.35827 -1.71947 1.13893
H3 -0.11917 -2.28952 -0.57562
H4 -1.54350 0.57304 -1.50927
H5 -2.00377 0.11055 -0.05857
H6 0.73093 0.67286 -2.08292
H7 0.03667 1.24495 2.45470

Ranked by calculated energy, most stable first: b, a.

--- a ---
This record from the OMol25 dataset describes 2 unconnected molecules or ions with the total composition C7H16O. The level of theory is wB97M-V/def2-TZVPD.

## Properties
Kohn-Sham gap: 0.375 hartree
Highest occupied orbital energy: -9.3 eV

Cartesian coordinates (Å):
C1 -1.30506 2.74500 -0.82138
C2 -1.19862 1.66595 0.13952
C3 -0.09207 1.10718 0.53223
C4 -0.14073 0.06938 1.63626
C5 0.14489 -1.28044 1.03173
C6 1.20916 -1.39440 -0.07439
C7 2.66269 -1.39546 0.59300
H1 -0.28470 2.82091 -1.28766
H2 -1.56658 3.67005 -0.34024
H3 -2.02280 2.36688 -1.55926
H4 -2.11783 1.32203 0.69567
H5 0.90554 1.20344 0.05828
H6 -1.18916 0.04558 2.00721
H7 0.61361 0.36220 2.44923
H8 0.32755 -2.04549 1.82273
H9 -0.94052 -1.53780 0.76817
H10 0.99229 -0.66587 -0.87050
H11 1.08571 -2.30364 -0.66034
H12 2.96889 -2.34146 1.03908
H13 3.50906 -1.21515 -0.06870
H14 2.81365 -0.46701 1.14092
O1 -1.35967 -1.10560 -2.33271
H15 -0.43213 -1.16640 -2.02966
H16 -1.46686 -0.30666 -2.72514

--- b ---
This record from the OMol25 dataset describes 2 unconnected molecules or ions with the total composition C7H16O. The level of theory is wB97M-V/def2-TZVPD.

## Properties
Kohn-Sham gap: 0.391 hartree
Highest occupied orbital energy: -9.8 eV

Cartesian coordinates (Å):
C1 0.09784 2.17430 0.82047
C2 1.05621 1.02036 1.00493
C3 0.78478 0.11013 2.18046
O1 1.99515 0.83429 0.24824
H1 0.38611 2.77758 -0.05678
H2 0.10476 2.82393 1.71184
H3 -0.92766 1.79820 0.66719
H4 0.83028 0.68043 3.12348
H5 -0.21714 -0.34235 2.09094
H6 1.53363 -0.69865 2.22196
C4 -0.03449 0.39647 -1.74119
C5 -0.46593 -0.58708 -0.65360
C6 -1.77508 -1.27609 -1.03798
C7 0.63096 -1.61946 -0.39403
H7 0.14002 -0.14879 -2.68397
H8 0.89817 0.91077 -1.45439
H9 -0.81616 1.15542 -1.91322
H10 -0.63520 -0.01730 0.28265
H11 -1.63072 -1.85032 -1.96859
H12 -2.09902 -1.96928 -0.24352
H13 -2.57316 -0.53290 -1.20338
H14 1.56989 -1.12416 -0.09454
H15 0.32970 -2.31588 0.40650
H16 0.81700 -2.19963 -1.31348

Ranked by calculated energy, most stable first: b, a.

--- a ---
This record from the OMol25 dataset describes C2H4F2OS in the gas phase. The level of theory is wB97M-V/def2-TZVPD.

## Properties
Kohn-Sham gap: 0.373 hartree
Highest occupied orbital energy: -9.8 eV

Cartesian coordinates (Å):
C1 -0.94641 -0.15314 0.25205
C2 0.42630 -0.66072 -0.03983
F1 0.84746 -1.48299 0.93017
F2 0.62907 -1.54838 -1.14299
S1 1.55930 0.76550 -0.21809
O1 3.04105 0.13881 0.37974
H1 -1.12101 0.78913 -0.19011
H2 -1.63833 -0.85892 -0.01310
H3 -0.97083 -0.08761 1.27091
H4 3.12049 0.43562 1.23282

--- b ---
This record from the OMol25 dataset describes 2 unconnected molecules or ions with the total composition C2H4F2OS. The level of theory is wB97M-V/def2-TZVPD.

## Properties
Kohn-Sham gap (spin up / spin down): 0.293 / 0.328 hartree
Highest occupied orbital energy (spin up / spin down): -8.6 / -8.7 eV

Cartesian coordinates (Å):
C1 1.09189 0.42425 1.38794
C2 -0.82214 -0.84011 -1.13438
O1 -1.21169 1.56643 -0.64904
F1 1.20432 1.65764 1.81558
F2 0.17504 -1.80781 -0.95594
S1 -0.06852 0.83122 -1.09089
H1 0.30375 -0.16279 1.70466
H2 2.10759 0.18495 1.23373
H3 -1.39441 -0.85512 -2.05546
H4 -1.38584 -0.99867 -0.25619

Ranked by calculated energy, most stable first: a, b.

--- a ---
This record from the OMol25 dataset describes 2 unconnected molecules or ions with the total composition C3H6ClNO. The level of theory is wB97M-V/def2-TZVPD.

## Properties
Kohn-Sham gap (spin up / spin down): 0.282 / 0.324 hartree
Highest occupied orbital energy (spin up / spin down): -7.8 / -8.2 eV

Cartesian coordinates (Å):
C1 -0.78612 -0.61559 0.18175
C2 0.29121 1.23034 -1.28075
C3 0.44782 -0.80467 1.03568
N1 0.48602 2.44380 -1.15586
O1 -2.00682 -0.79493 0.85968
Cl1 0.86123 0.03168 -2.29671
H1 -0.86894 -1.23166 -0.72340
H2 1.34295 -0.79133 0.36245
H3 0.32435 -1.88847 1.31106
H4 0.66410 -0.02785 1.88331
H5 -1.81387 -0.47411 1.67590
H6 1.05807 2.92278 -1.85312

--- b ---
This record from the OMol25 dataset describes C3H6ClNO in the gas phase. The level of theory is wB97M-V/def2-TZVPD.

## Properties
Kohn-Sham gap: 0.401 hartree
Highest occupied orbital energy: -10.0 eV

Cartesian coordinates (Å):
C1 1.30163 0.31797 -0.77634
C2 0.69071 -0.45561 0.31963
O1 0.25436 0.40123 1.41190
C3 -0.70782 -0.29173 0.69125
N1 -1.48084 0.41748 -0.15102
Cl1 -1.49388 -1.73048 1.51210
H1 1.81355 -0.22758 -1.56710
H2 1.99910 0.85974 -0.18991
H3 0.42414 1.12508 -1.13045
H4 1.20861 -1.34284 0.66863
H5 -1.66671 0.02732 -1.05904
H6 -2.34284 0.89942 0.27033

Ranked by calculated energy, most stable first: b, a.

--- a ---
This record from the OMol25 dataset describes C3H4BrN in the gas phase. The level of theory is wB97M-V/def2-TZVPD.

## Properties
Kohn-Sham gap: 0.375 hartree
Highest occupied orbital energy: -9.3 eV

Cartesian coordinates (Å):
N1 1.04715 0.83412 -0.23238
C1 0.66418 -0.52112 -0.08612
C2 -0.84115 -0.47239 -0.13541
C3 -2.00627 -0.11505 -0.08358
Br1 -3.74892 0.22116 0.06815
H1 2.06840 0.88256 -0.36359
H2 0.75688 1.22372 0.69861
H3 1.18841 -1.14344 -0.80484
H4 0.87133 -0.90957 0.93916

--- b ---
This record from the OMol25 dataset describes C3H4BrN in the gas phase. The level of theory is wB97M-V/def2-TZVPD.

## Properties
Kohn-Sham gap: 0.408 hartree
Highest occupied orbital energy: -10.9 eV

Cartesian coordinates (Å):
C1 0.80936 -0.61366 0.31725
C2 -0.34605 0.04082 -0.48054
Br1 -2.06606 -0.86184 0.03616
C3 -0.56375 1.45580 -0.07664
N1 -0.67520 2.55918 0.17151
H1 0.60229 -0.56741 1.34125
H2 1.84846 -0.27252 0.23954
H3 0.75368 -1.67969 0.08932
H4 -0.36272 -0.06068 -1.63784

--- c ---
This record from the OMol25 dataset describes a molecular structure, C3H4BrN. The level of theory is wB97M-V/def2-TZVPD.

## Properties
Kohn-Sham gap (spin up / spin down): 0.205 / 0.206 hartree
Highest occupied orbital energy (spin up / spin down): -8.8 / -8.8 eV

Cartesian coordinates (Å):
C1 0.11135 1.04563 0.00994
C2 -1.07272 -0.62856 0.34356
C3 0.10748 -0.29567 -0.43888
N1 -1.05365 0.84813 0.60823
Br1 3.30035 0.08286 -0.02191
H1 0.87135 1.78838 -0.17919
H2 -2.00152 -0.98527 -0.22121
H3 -0.73673 -1.14616 1.23404
H4 0.47410 -0.70935 -1.33458

Ranked by calculated energy, most stable first: b, a, c.